This record from OMol25 describes a 12-piece molecular cluster, H23O12 overall. The level of theory is wB97M-V/def2-TZVPD.

Cartesian coordinates (Å):
O (3.1725, -0.9389, -3.1369)
H (2.5588, -0.3158, -2.6224)
H (2.8193, -1.8513, -2.7579)
O (1.7378, -0.2875, 4.3065)
H (1.9612, -0.6559, 3.5781)
H (0.8418, -0.5517, 4.6037)
O (-3.9910, -0.0298, 0.0171)
H (-3.8456, 0.8706, 0.6058)
O (1.1079, 4.1117, -0.1390)
H (1.1797, 3.1853, -0.4170)
H (2.0839, 4.1679, -0.2107)
O (1.8615, -2.1082, 0.1382)
H (2.2636, -1.0854, -0.3577)
H (1.5289, 1.1064, 1.8773)
O (0.0474, -1.1112, -1.7474)
H (0.6989, -0.8460, -1.1183)
H (-3.0988, -0.2114, -0.1588)
O (-1.8905, 1.6553, -0.4776)
H (-0.9502, 1.9202, -0.5555)
H (-2.0058, 1.1256, -1.3185)
O (1.1094, 0.2986, 1.4114)
H (1.6909, 0.1364, 0.4970)
H (0.1176, -0.6917, -2.5715)
O (-1.4915, 1.7598, 4.2246)
H (-0.9419, 0.9500, 4.0141)
H (-1.1303, 2.1999, 3.4057)
O (-2.2685, -0.4331, -2.9340)
H (-1.8044, -1.2539, -2.6890)
H (-3.2170, -0.3574, -2.5739)
O (-2.6770, -3.4147, -0.5028)
H (-1.9375, -3.1527, -1.0672)
H (-2.8002, -2.6241, -0.0795)
O (2.5048, 0.1240, -0.8813)
H (1.2867, -1.6964, 0.8050)
H (3.4774, 0.0054, -1.1678)

Output
net charge	-1
HOMO	-6.2	eV
frontier orbital gap	8.89	eV
relative energy (zero: lowest compared OMol25 entry of this formula, charge and spin)	116.8	kcal per mole